[1]
A molecular structure, C22H29NO5, computed with ωB97M-V/def2-TZVPD.

For the max |F|, the calculation gives 18.141 eV/A. Its LUMO energy is 0.68 eV.

Structure (ORCA input):
```
! RIJCOSX wB97M-V def2-TZVPD def2/J DEFGRID3
* xyz 0 1
C -1.26126 -4.86455 -0.83020
H -2.07165 -5.22628 -1.39110
H -0.54258 -5.64067 -0.70020
C -1.54750 -4.10762 0.33069
N -2.15151 -2.94514 -0.07037
C -3.54620 -2.88452 -0.48178
H -3.83696 -1.89138 -0.62106
H -3.42961 -3.33430 -1.59123
C -4.68002 -3.36748 0.21301
H -4.40826 -4.48948 0.51206
H -4.78732 -2.65850 1.26818
H -5.66805 -3.21511 -0.33953
C -2.07138 -2.05212 1.11089
C -0.66574 -1.19833 1.43988
H 0.00323 -2.07865 1.58278
H -0.79634 -0.57024 2.31666
C -0.16053 -0.83427 0.13693
C -0.99282 0.54261 -0.15453
C -1.75567 0.74056 -1.35035
C -2.60971 1.83058 -1.48880
C -2.39901 2.89021 -0.92560
C -1.56057 2.96379 0.37844
C -0.74113 1.85241 0.59772
H -0.09794 1.77599 1.53186
O -1.41204 4.27271 0.58057
C -2.23789 4.92761 0.09603
O -2.90195 3.95964 -0.92644
H -1.75347 5.92874 -0.36214
H -3.18458 5.23617 0.89999
H -3.24862 1.76415 -2.35100
H -2.02148 -0.14741 -1.92228
C 1.26846 -0.45038 -0.12905
C 1.93853 -0.46166 -1.23704
C 3.25965 -0.48260 -1.44792
C 4.04544 -0.16078 -0.32389
C 3.53029 0.24902 0.96391
C 2.14828 -0.09633 0.91902
O 1.51036 0.08737 2.56820
C 2.28419 0.39556 3.44584
H 1.48883 0.54826 4.35860
H 2.91210 1.22679 3.48397
H 2.88573 -0.37349 3.86754
H 4.04179 0.23610 1.78123
O 5.38208 -0.08019 -0.33420
C 5.97699 -0.00273 -1.67424
H 5.89706 0.63182 -2.32418
H 6.01334 -1.16681 -1.99285
H 7.27314 -0.06343 -1.35834
H 3.69761 -0.35180 -2.52939
O 1.07207 -0.66161 -2.34915
H 0.28268 -0.63774 -2.26306
H -0.43171 -1.38829 -0.71559
H -2.20568 -2.30349 2.06328
H -2.71540 -1.12458 1.14328
H -0.53941 -3.97259 0.99006
H -2.19678 -4.57998 1.23888
H -0.79197 -4.30455 -1.69092
*
```

[2]
2 unconnected molecules or ions with the total composition C22H29O, computed with ωB97M-V/def2-TZVPD.

For the max |F|, the calculation gives 1.673 eV/A. Its LUMO energy is -5.59 eV.

Structure (ORCA input):
```
! RIJCOSX wB97M-V def2-TZVPD def2/J DEFGRID3
* xyz 1 1
C -0.16864 2.12321 1.96762
C -0.50719 3.10444 0.84164
C -0.10246 4.51245 1.29166
C 0.29450 2.76765 -0.42146
C -2.03508 3.05117 0.54674
C -2.59260 1.72396 0.04031
C -2.70718 1.53340 -1.45454
C -3.04447 0.75902 0.86442
H -0.43598 1.09619 1.70171
H 0.90518 2.15695 2.18663
H -0.70789 2.39698 2.88237
H -0.30447 5.25707 0.51298
H -0.63207 4.81126 2.20322
H 0.97320 4.53618 1.50555
H 0.08093 3.49008 -1.21895
H 1.36872 2.82114 -0.20696
H 0.07530 1.76152 -0.79256
H -2.56869 3.32732 1.47191
H -2.25887 3.82361 -0.20943
H -2.33159 2.40606 -2.00202
H -2.14104 0.64645 -1.78887
H -3.75759 1.36932 -1.75080
H -3.51224 -0.13634 0.45627
H -3.01954 0.88155 1.95066
C 2.78517 -5.08838 0.43598
O 2.06291 -4.19928 -0.44390
C 0.74290 -3.96282 -0.25588
C 0.12498 -3.06334 -1.16413
C -1.19676 -2.71714 -1.02773
C -2.01925 -3.24339 0.02386
C -3.36175 -2.79391 0.10804
C -4.44726 -3.26701 0.89807
C -5.76043 -2.79027 0.56780
C -6.87462 -3.16717 1.30521
C -6.75152 -4.05210 2.38941
C -5.48630 -4.56571 2.70450
C -4.35483 -4.17733 1.99457
C -1.39227 -4.20309 0.87390
C -0.05383 -4.53991 0.76493
H 3.80501 -5.07444 0.04999
H 2.77619 -4.71744 1.47243
H 2.38073 -6.11092 0.38220
H 0.73659 -2.66998 -1.96854
H -1.64983 -2.03397 -1.74577
H -3.63096 -2.02935 -0.62765
H -5.86249 -2.12352 -0.29391
H -7.85893 -2.78827 1.02779
H -7.62850 -4.35283 2.96669
H -5.37633 -5.29173 3.51134
H -3.39775 -4.58230 2.30212
H -1.97219 -4.70688 1.63583
H 0.37308 -5.26950 1.45851
*
```

[3]
A molecular structure, C22H30As2BrN2O3V, computed with ωB97M-V/def2-TZVPD.

For the max |F|, the calculation gives 4.136 eV/A. Its LUMO energy (alpha / beta) is -6.77 / -6.33 eV.

Structure (ORCA input):
```
! RIJCOSX wB97M-V def2-TZVPD def2/J DEFGRID3
* xyz 2 3
V -0.71169 -0.46247 0.18698
C -2.39095 0.98155 -2.96318
As -0.76352 0.35631 -2.09894
C -0.10737 -0.93044 -3.40048
C 0.47673 1.85050 -2.20942
C 0.66579 2.51915 -3.41553
C 1.52452 3.60364 -3.48340
C 2.18478 4.03930 -2.34190
C 2.00184 3.37769 -1.13845
C 1.15407 2.27648 -1.06483
As 0.85633 1.36863 0.63120
C 0.18558 2.81901 1.73945
C 2.64281 1.14677 1.39078
H -2.16490 1.22728 -3.99888
H -2.78836 1.85976 -2.46020
H -3.12699 0.17884 -2.94044
H -0.04429 -0.45022 -4.37449
H -0.80374 -1.76606 -3.45572
H 0.87451 -1.29754 -3.11070
H 0.13904 2.19002 -4.30351
H 1.67820 4.11029 -4.42637
H 2.83654 4.90109 -2.38987
H 2.51629 3.72394 -0.25020
H 0.91652 3.62299 1.78326
H -0.00989 2.45129 2.74568
H -0.74362 3.19603 1.31750
H 3.14142 2.11181 1.43159
H 3.23567 0.45383 0.79674
H 2.53015 0.76389 2.40479
O 0.60276 -1.58589 0.27596
C 1.31317 -2.26878 1.10214
C 2.45668 -3.07236 0.56970
C 2.76709 -4.35145 1.35500
C 3.60903 -4.11009 2.60938
C 3.18482 -2.86493 3.38604
C 1.67428 -2.76556 3.55767
N 0.98693 -2.20544 2.38006
H 3.33880 -2.42583 0.51931
H 2.19096 -3.31503 -0.45969
H 3.30541 -5.02826 0.69337
H 1.82947 -4.85124 1.60982
H 4.66203 -4.01463 2.34064
H 3.52480 -4.98454 3.25586
H 3.55221 -1.95500 2.90289
H 3.63250 -2.89396 4.37893
H 1.43845 -2.09466 4.38198
H 1.25365 -3.74458 3.79620
H 0.12618 -1.71792 2.58358
Br -7.81817 -0.21823 -1.37180
C -6.25643 0.60982 -0.72228
C -6.18220 2.00230 -0.62920
N -5.10719 2.62793 -0.17126
C -4.06720 1.91780 0.22921
C -4.04807 0.52589 0.15578
C -5.16653 -0.14379 -0.33528
C -2.82422 -0.20629 0.50227
O -2.52119 -1.30284 -0.04888
O -1.94819 0.33832 1.28344
H -7.01673 2.62228 -0.93478
H -3.21629 2.47769 0.60301
H -5.18227 -1.22410 -0.40055
*
```

[4]
A molecular structure, C22H30BCaN6SbSe4, computed with ωB97M-V/def2-TZVPD.

For the max |F|, the calculation gives 1.041 eV/A. Its LUMO energy is 3.85 eV.

Structure (ORCA input):
```
! RIJCOSX wB97M-V def2-TZVPD def2/J DEFGRID3
* xyz -2 1
Ca -0.58130 0.14614 0.90144
C -3.11284 3.14517 -2.55957
C -3.38929 3.57169 -1.14120
C -2.63226 4.56306 -0.53113
C -2.88304 4.94206 0.78290
C -3.89134 4.32191 1.50026
C -4.64635 3.32370 0.90284
C -4.40281 2.95742 -0.41151
H -2.82438 2.09227 -2.60429
H -2.30738 3.73402 -2.99974
H -3.99953 3.26486 -3.18625
H -1.83118 5.03855 -1.08807
H -2.27029 5.70344 1.25105
H -4.05667 4.57079 2.54017
H -5.39028 2.79603 1.48224
H -4.97576 2.15380 -0.85899
C -2.83145 -2.11878 -1.21533
C -1.38629 -2.48889 -1.21335
C -0.78422 -3.71312 -1.54756
C 0.54868 -3.55239 -1.23585
C 1.65310 -4.55041 -1.34146
N 0.72105 -2.30570 -0.74726
N -0.47519 -1.65096 -0.75725
B 2.03102 -1.57380 -0.41091
N 2.02671 -0.19173 -1.14505
N 1.12998 0.78807 -0.85580
C 1.41819 1.81980 -1.63337
C 0.60919 3.07359 -1.57083
C 2.51841 1.51998 -2.45103
C 2.87014 0.22831 -2.10486
C 3.97607 -0.61506 -2.65105
N 2.30852 -1.32730 1.09536
N 1.69371 -0.32166 1.78025
C 2.19571 -0.30975 3.00102
C 1.60157 0.56279 4.05399
C 3.18297 -1.29748 3.12410
C 3.21918 -1.92083 1.89225
C 4.05808 -3.07869 1.46303
H -3.40125 -2.78909 -0.56818
H -3.25524 -2.14778 -2.22237
H -2.98210 -1.11973 -0.80226
H -1.26632 -4.60701 -1.90693
H 1.25007 -5.48827 -1.72306
H 2.10159 -4.74894 -0.36788
H 2.44896 -4.21600 -2.00994
H 2.94480 -2.21829 -0.84479
H -0.05340 3.06881 -0.70506
H -0.01315 3.18620 -2.46060
H 1.24979 3.95462 -1.49890
H 2.99132 2.14963 -3.18696
H 4.50393 -0.05995 -3.42670
H 3.59456 -1.54018 -3.08476
H 4.69050 -0.89049 -1.87422
H 1.14719 1.45167 3.61499
H 2.35186 0.87721 4.78164
H 0.81058 0.01762 4.57637
H 3.75522 -1.55606 3.99966
H 4.69898 -3.38196 2.29054
H 4.68764 -2.83415 0.60547
H 3.43826 -3.93209 1.18702
Se -0.84050 -2.34288 2.55391
Sb -3.02459 -1.40468 3.26826
Se -2.82263 0.97748 2.42779
Se -3.11625 -1.32021 5.70330
Se -4.98026 -2.38636 2.16447
*
```

[5]
A molecular structure, C22H30Br4Cl2N2O2PbSeSi3, computed with ωB97M-V/def2-TZVPD.

For the max |F|, the calculation gives 0.369 eV/A. Its LUMO energy is 3.99 eV.

Structure (ORCA input):
```
! RIJCOSX wB97M-V def2-TZVPD def2/J DEFGRID3
* xyz -2 1
Pb -0.94738 -0.23661 -1.28620
Br -3.95774 6.48140 -2.07690
C -3.44725 4.78989 -1.38559
C -3.93629 4.34702 -0.17152
Br -5.11216 5.42735 0.85406
C -3.54919 3.07844 0.30146
Br -4.19972 2.40946 1.95721
C -2.69629 2.23482 -0.40681
O -2.33432 1.06074 0.02798
C -2.17865 2.70034 -1.67590
O -1.38435 1.92773 -2.33383
C -2.57784 3.96593 -2.11838
Br -1.85259 4.50803 -3.78439
C 0.48516 2.90029 0.48303
Si 1.70435 1.48320 0.56718
C 2.72012 1.74266 2.15026
C 2.92529 1.81094 -0.82563
C 0.92680 -0.19011 0.49857
Si 2.05073 -1.54193 -0.03519
C 1.28627 -3.24611 0.19590
C 3.71723 -1.57639 0.86261
C 2.47544 -1.45709 -1.86420
Si 0.05666 -0.60033 2.05178
C -0.83852 0.77508 2.94140
C 1.12768 -1.41299 3.38967
C -1.33083 -1.88149 1.71566
C -1.85529 -2.72188 2.69962
C -2.90677 -3.57033 2.39597
C -3.42175 -3.57637 1.10932
C -2.86099 -2.72114 0.17731
N -1.85582 -1.90242 0.47811
H 1.00516 3.84979 0.64825
H -0.31997 2.81653 1.21319
H 0.02137 2.94182 -0.50647
H 3.15481 2.74775 2.16276
H 3.53629 1.01772 2.22004
H 2.10487 1.63544 3.04784
H 3.27670 2.84485 -0.74803
H 2.45815 1.69339 -1.80650
H 3.79912 1.15484 -0.78546
H 0.97167 -3.44672 1.22284
H 2.00496 -4.01832 -0.09611
H 0.40924 -3.35791 -0.44899
H 3.59491 -1.55985 1.94772
H 4.33149 -0.71512 0.58381
H 4.26828 -2.48330 0.59354
H 1.57863 -1.65170 -2.46054
H 3.20881 -2.22971 -2.11717
H 2.87738 -0.49031 -2.16661
H -0.15871 1.55086 3.30206
H -1.37011 0.35710 3.80209
H -1.57376 1.23199 2.27721
H 1.98426 -0.76937 3.60907
H 1.51710 -2.38586 3.08148
H 0.56921 -1.54756 4.32175
H -1.42980 -2.70763 3.69590
H -3.32184 -4.22436 3.15453
H -4.23416 -4.23097 0.82406
H -3.21187 -2.69921 -0.84995
Se -0.53345 -3.15601 -3.41798
C -2.22810 -3.68435 -3.85460
N -3.30474 -4.02098 -4.13222
Cl 3.41040 0.50150 -5.17204
C 1.69533 -0.01281 -5.10366
Cl 0.69470 1.07047 -4.16182
H 1.65903 -0.99759 -4.65260
H 1.32262 -0.03254 -6.11995
*
```

[6]
A molecular structure, C22H30ClN5O8Sr, computed with ωB97M-V/def2-TZVPD.

For the max |F|, the calculation gives 4.241 eV/A. Its LUMO energy is 4.63 eV.

Structure (ORCA input):
```
! RIJCOSX wB97M-V def2-TZVPD def2/J DEFGRID3
* xyz -2 1
Sr -0.61359 0.16338 -0.35625
O -1.96360 2.69851 2.83830
C -1.75316 1.82709 1.98819
O -1.04193 1.93648 0.95917
C -2.40612 0.46017 2.17933
C -3.10239 0.07983 3.31982
C -3.57457 -1.21992 3.39488
C -3.32589 -2.09280 2.34813
C -2.64064 -1.61553 1.23379
N -2.22828 -0.36507 1.16297
C -2.32837 -2.46877 0.00262
O -2.95971 -3.52259 -0.14144
O -1.45379 -2.01165 -0.77230
H -3.23040 0.78381 4.12993
H -4.11024 -1.55867 4.27591
H -3.63651 -3.12681 2.37879
C -0.10956 -1.37862 3.43073
C 0.09079 -2.47556 2.58720
C 0.89280 -2.06981 1.53070
C 1.16816 -0.69079 1.68904
C 0.56134 -0.28997 2.89783
H -0.68853 -1.39113 4.34584
H -0.32314 -3.46472 2.73742
H 1.30999 -2.70674 0.75797
H 1.96986 -0.15808 1.18797
H 0.62822 0.69130 3.34507
O -1.80246 2.31185 -3.82938
Cl -1.19232 1.33965 -2.97767
O -0.67127 0.28968 -3.79407
O -0.12494 1.95357 -2.27526
O -2.16092 0.82481 -2.08991
C 1.23160 4.39450 2.53309
C 1.66308 4.39034 1.06467
C 0.45022 4.64844 0.16153
C 2.71545 5.49211 0.83763
N 2.33901 3.09575 0.85640
N 2.61442 2.70044 -0.48588
H 0.91576 5.38731 2.84578
H 2.06614 4.07748 3.15780
H 0.40220 3.70688 2.68208
H -0.01751 5.59647 0.42325
H -0.27873 3.85064 0.28660
H 0.74067 4.67811 -0.88637
H 2.32082 6.46402 1.12642
H 3.00418 5.54351 -0.21182
H 3.60334 5.27928 1.42899
H 1.75729 2.35473 1.24460
H 3.11280 3.46462 -0.93813
H 1.75323 2.51890 -1.01329
N 1.50110 -0.37224 -1.64455
C 1.38493 -1.29781 -2.31837
N 1.45780 -2.34971 -3.08909
C 1.89347 -3.58888 -2.47163
C 0.70296 -4.39754 -1.96660
C -0.26095 -4.65818 -3.11911
C -0.71543 -3.31178 -3.67626
C 0.49678 -2.52156 -4.16417
H 2.57228 -3.34382 -1.65322
H 2.44546 -4.15434 -3.23642
H 0.18250 -3.81836 -1.20049
H 1.05359 -5.33336 -1.52888
H -1.11776 -5.23195 -2.76202
H 0.24204 -5.23795 -3.90597
H -1.20092 -2.74433 -2.87766
H -1.41864 -3.43749 -4.50079
H 0.19040 -1.53455 -4.51268
H 1.01762 -3.06260 -4.97076
*
```

[7]
10 unconnected molecules or ions with the total composition C22H30F6N4O26, computed with ωB97M-V/def2-TZVPD.

The SMILES is O=C1OC[C@@H](F)O1.O=C1OC[C@@H](F)O1.O=C1OC[C@@H](F)O1.O=C1OC[C@@H](F)O1.O=C1OC[C@@H](F)O1.O=C1OC[C@@H](F)O1.C[N+](=O)[O-].C[N+](=O)[O-].C[N+](=O)[O-].C[N+](=O)[O-]. For the max |F|, the calculation gives 6.099 eV/A. Its LUMO energy is -0.77 eV.

Structure (ORCA input):
```
! RIJCOSX wB97M-V def2-TZVPD def2/J DEFGRID3
* xyz 0 1
C -2.62668 0.97601 3.26955
C -3.27270 1.28167 4.60821
O -4.60654 1.49755 4.20806
C -4.81649 1.33362 2.91099
O -5.86521 1.47248 2.34543
O -3.77694 0.93589 2.35116
F -2.90177 2.50987 5.00878
H -2.00406 0.08358 3.33290
H -2.08463 1.82262 2.84820
H -3.04793 0.59851 5.42727
C 0.15240 0.13531 -1.66004
C 0.40282 0.64851 -0.19289
O -0.94181 0.73448 0.31200
C -1.79428 0.87829 -0.67332
O -2.96408 1.23296 -0.60646
O -1.06104 0.70252 -1.86199
F 0.94876 1.86877 -0.16079
H -0.09374 -0.92638 -1.64170
H 0.89882 0.53250 -2.34793
H 1.05153 0.05429 0.45068
C 3.08838 3.22945 2.28894
C 3.83202 4.34126 3.06145
O 5.07560 3.77734 3.20038
C 5.25604 2.70903 2.33865
O 6.34373 2.16738 2.13416
O 4.11321 2.36793 1.78499
F 3.28069 4.59125 4.23039
H 2.52136 3.65269 1.45981
H 2.37861 2.67364 2.90163
H 3.78678 5.26102 2.47826
C 4.49784 0.35329 -1.28542
C 5.76546 -0.55921 -1.01161
O 5.08213 -1.75096 -0.66247
C 3.74635 -1.60095 -0.46062
O 3.01062 -2.49810 0.01203
O 3.32590 -0.41548 -0.97397
F 6.43319 -0.15854 0.05592
H 4.44681 0.66437 -2.32884
H 4.63781 1.33375 -0.83022
H 6.37029 -0.63042 -1.91561
C -5.15849 -0.76655 -3.37577
C -5.23796 -2.11615 -3.94373
O -4.22058 -2.82991 -3.26831
C -3.44397 -1.97831 -2.53008
O -2.40184 -2.30427 -1.91100
O -4.07189 -0.81401 -2.45675
F -4.87511 -2.05046 -5.25599
H -6.12313 -0.52946 -2.92703
H -4.94462 0.04214 -4.07463
H -6.18101 -2.64831 -3.81889
C 0.48829 -3.92688 -2.69823
C -0.25139 -4.81665 -1.75551
O 0.75979 -5.53162 -1.02482
C 1.92713 -5.24378 -1.54992
O 2.99971 -5.78965 -1.20825
O 1.81925 -4.24613 -2.43491
F -1.04051 -5.68029 -2.41255
H 0.36098 -2.88560 -2.40222
H 0.24171 -4.19568 -3.72539
H -0.86822 -4.22956 -1.07510
C -3.41022 4.33912 1.40453
N -2.42324 5.08128 0.54205
O -2.64288 4.99904 -0.66597
O -1.56711 5.75283 1.03521
H -3.23369 3.28329 1.19917
H -4.41956 4.52705 1.03844
H -3.10946 4.64535 2.40646
C 4.05741 -1.16029 3.23070
N 3.01644 -0.18309 3.63959
O 1.88402 -0.34608 3.07696
O 3.34439 0.70563 4.40665
H 4.82144 -1.28170 3.99857
H 4.39408 -0.64357 2.33194
H 3.52653 -2.08981 3.02513
C -2.12803 1.83508 -4.80665
N -2.55138 0.53269 -5.39896
O -2.89494 0.61440 -6.53721
O -2.33951 -0.53837 -4.84280
H -1.09004 1.84321 -5.13925
H -2.06901 1.88741 -3.71951
H -2.71929 2.69889 -5.11052
C 0.92623 -3.49675 2.34099
N -0.09615 -2.65762 1.66410
O -0.26361 -2.67052 0.41641
O -0.83851 -1.98109 2.38983
H 1.63001 -2.87028 2.88902
H 1.43180 -4.05916 1.55601
H 0.39688 -4.10765 3.07223
*
```

Question: max |F| of number 3 (C22H30As2BrN2O3V)?
Answer: 4.136 eV/A

Question: max |F| of number 5 (C22H30Br4Cl2N2O2PbSeSi3)?
Answer: 0.369 eV/A

Question: Which value of max |F| does entry 3 give?
Answer: 4.136 eV/A

Question: What is the formula in the fourth record?
Answer: C22H30BCaN6SbSe4